(1)
This record from the OMol25 dataset describes 2 unconnected molecules or ions with the total composition C2H12N4. The level of theory is the ωB97M-V functional and the def2-TZVPD basis.

## Properties
**ΔE to the lowest compared entry with this formula, charge and spin**: 136.6 kJ/mol
**Charge**: 0
**Highest occupied orbital energy**: -0.3225 Eh
**E_tot**: -8227.3530 eV
**HOMO-LUMO gap**: 9.57 eV
**Structure (SMILES)**: NCN.NCN
**LUMO level**: 0.790 eV
**Maximum force**: 6.699 eV/A

Last column: Löwdin charge in e.
Geometry (Å):
N (2.532, 1.817, -0.924)  0.02
C (2.729, 1.243, 0.398)  -0.38
N (2.646, -0.177, 0.653)  0.01
H (3.310, 1.848, -1.390)  -0.02
H (1.680, 1.496, -1.312)  0.06
H (3.852, 1.572, 0.654)  0.13
H (2.076, 1.788, 1.095)  0.10
H (3.048, -0.743, -0.012)  0.03
H (1.798, -0.398, 1.142)  0.05
N (-3.336, -0.633, 0.956)  -0.06
C (-3.002, -0.661, -0.475)  -0.32
N (-1.641, -1.257, -0.923)  -0.02
H (-3.212, -1.521, 1.465)  0.06
H (-2.850, 0.013, 1.660)  0.09
H (-3.756, -1.310, -0.965)  0.10
H (-3.124, 0.365, -0.742)  0.08
H (-1.633, -2.216, -1.237)  0.04
H (-1.117, -1.225, -0.045)  0.03

Forces on atoms 1 to 6 (eV/Å):
N -4.75 -0.45 4.70
C 3.11 1.54 0.78
N -1.12 2.61 1.74
H 4.73 -0.06 -3.86
H -0.36 -0.20 -1.11
H -2.28 -0.43 -0.29

(2)
This record from the OMol25 dataset describes 3 unconnected molecules or ions with the total composition C2H12N4. The level of theory is the ωB97M-V functional and the def2-TZVPD basis.

## Properties
**ΔE to the lowest compared entry with this formula, charge and spin**: 565.7 kJ/mol
**Charge**: 0
**Highest occupied orbital energy (spin up / spin down)**: -0.2092 / -0.2420 Eh
**E_tot**: -8222.9050 eV
**HOMO-LUMO gap (spin up / spin down)**: 6.50 / 7.55 eV
**LUMO level (spin up / spin down)**: 0.806 / 0.966 eV
**Maximum force**: 0.422 eV/A

Last column: Löwdin charge in e.
Geometry (Å):
C (-1.217, -0.520, -0.272)  -0.07
C (-0.839, -1.115, 1.041)  -0.17
N (0.948, -1.232, -1.156)  -0.16
N (1.916, -0.557, -0.300)  -0.17
H (1.011, -0.714, -2.038)  -0.01
H (0.794, 0.838, -0.270)  0.04
H (2.828, -0.469, -0.750)  0.06
H (-2.048, 0.180, -0.217)  0.06
H (-1.298, -1.196, -1.107)  0.05
H (-1.733, -1.330, 1.640)  0.07
H (-0.262, -2.026, 0.898)  0.06
H (-0.232, -0.418, 1.633)  0.06
N (-0.431, 2.363, 0.383)  -0.01
N (-0.136, 1.259, -0.471)  -0.10
H (-1.369, 2.228, 0.758)  0.06
H (0.208, 2.333, 1.172)  0.07
H (-0.204, 1.539, -1.441)  0.10
H (2.062, -1.163, 0.499)  0.05

Forces on atoms 1 to 6 (eV/Å):
C 0.12 0.18 0.03
C 0.06 0.02 0.01
N 0.09 0.36 0.21
N -0.07 -0.14 -0.05
H 0.02 -0.06 0.06
H -0.13 0.03 -0.05

(3)
This record from the OMol25 dataset describes 2 unconnected molecules or ions with the total composition C2H12N4O. The level of theory is the ωB97M-V functional and the def2-TZVPD basis.

## Properties
**ΔE to the lowest compared entry with this formula, charge and spin**: 330.6 kJ/mol
**Charge**: 0
**Highest occupied orbital energy**: -0.3252 Eh
**E_tot**: -10273.2429 eV
**HOMO-LUMO gap**: 9.70 eV
**Structure (SMILES)**: CN(N)NO.CN
**LUMO level**: 0.848 eV
**Maximum force**: 0.793 eV/A

Last column: Löwdin charge in e.
Geometry (Å):
C (-1.794, 0.773, 0.405)  -0.08
N (-0.402, 0.765, -0.007)  -0.35
N (0.222, 1.977, 0.372)  0.05
N (-0.266, 0.358, -1.322)  -0.07
O (-0.729, 1.353, -2.288)  -0.08
H (-2.364, 1.582, -0.067)  0.08
H (-2.228, -0.188, 0.139)  0.08
H (-1.818, 0.907, 1.483)  0.08
H (-0.028, 2.741, -0.262)  0.08
H (1.230, 1.853, 0.359)  0.08
H (0.727, 0.261, -1.536)  0.11
H (-1.564, 1.006, -2.624)  0.08
C (1.535, -2.196, 0.334)  -0.22
N (1.223, -1.461, 1.548)  -0.07
H (0.677, -2.353, -0.333)  0.06
H (1.946, -3.168, 0.606)  0.06
H (2.300, -1.648, -0.216)  0.06
H (0.552, -1.985, 2.102)  0.05
H (0.782, -0.578, 1.307)  0.02

Forces on atoms 1 to 6 (eV/Å):
C 0.06 -0.07 0.04
N 0.21 0.20 -0.01
N 0.07 0.34 -0.14
N -0.34 -0.35 -0.62
O 0.36 0.20 0.42
H 0.01 -0.01 0.00

(4)
This record from the OMol25 dataset describes a single C2H12N4Si molecule. The level of theory is the ωB97M-V functional and the def2-TZVPD basis.

## Properties
**ΔE to the lowest compared entry with this formula, charge and spin**: 0.0 kJ/mol
**Charge**: 0
**Highest occupied orbital energy**: -0.2565 Eh
**E_tot**: -16104.7335 eV
**HOMO-LUMO gap**: 7.85 eV
**Structure (SMILES)**: C[Si](C)(NN)NN
**LUMO level**: 0.870 eV
**Maximum force**: 4.247 eV/A

Last column: Löwdin charge in e.
Geometry (Å):
C (-0.639, -1.191, -1.512)  -0.19
Si (0.110, -0.226, -0.009)  0.60
C (0.577, -0.989, 1.695)  -0.22
N (-1.134, 1.362, 0.046)  -0.22
N (-2.488, 1.174, 0.298)  -0.14
N (1.540, 0.479, -0.848)  -0.21
N (2.269, 1.559, -0.165)  -0.07
H (-0.082, -2.069, -1.687)  -0.01
H (-1.597, -1.650, -1.118)  0.03
H (-0.797, -0.363, -2.245)  0.04
H (0.508, -0.230, 2.467)  0.00
H (-0.112, -1.916, 2.017)  0.06
H (1.648, -1.432, 1.637)  0.04
H (-0.839, 2.163, 0.522)  0.01
H (-2.891, 1.349, 1.241)  0.07
H (-2.732, 0.313, -0.188)  0.04
H (1.588, 0.571, -1.823)  0.03
H (1.845, 2.427, -0.408)  0.04
H (3.266, 1.396, -0.036)  0.06

Forces on atoms 1 to 6 (eV/Å):
C -1.72 1.11 2.90
Si -0.27 3.11 -1.32
C -0.07 -2.70 -0.53
N 2.57 -3.35 -0.48
N -1.88 -0.16 -0.28
N 0.29 0.18 3.32

(5)
This record from the OMol25 dataset describes 3 unconnected molecules or ions with the total composition C2H12NO2S. The level of theory is the ωB97M-V functional and the def2-TZVPD basis.

## Properties
**ΔE to the lowest compared entry with this formula, charge and spin**: 52.2 kJ/mol
**Charge**: +1
**Highest occupied orbital energy**: -0.4839 Eh
**E_tot**: -18682.6854 eV
**HOMO-LUMO gap**: 10.07 eV
**LUMO level**: -3.094 eV
**Maximum force**: 2.459 eV/A

Last column: Löwdin charge in e.
Geometry (Å):
C (0.149, -1.034, 0.355)  -0.18
C (-1.224, -1.259, -0.259)  -0.49
S (-1.264, -1.103, -2.087)  0.79
N (0.478, 0.449, 0.262)  0.16
H (-0.003, -1.194, 1.420)  0.13
H (0.980, -1.587, -0.068)  0.13
H (-1.671, -2.167, 0.039)  0.07
H (-1.903, -0.475, 0.080)  0.08
H (-2.394, -1.750, -2.354)  -0.11
H (1.196, 0.802, 0.914)  0.13
H (0.431, 0.951, -0.644)  0.10
H (-0.281, 0.849, 0.830)  0.15
H (-0.092, 0.805, -2.666)  -0.05
H (0.738, 2.026, -3.046)  0.08
O (0.325, 1.596, -2.292)  -0.08
H (1.114, 1.708, 3.067)  0.07
H (2.050, 0.588, 3.550)  0.07
O (1.371, 0.794, 2.899)  -0.04

Forces on atoms 1 to 6 (eV/Å):
C -0.29 0.72 -0.18
C -0.16 1.41 -1.01
S 0.65 -0.35 0.03
N -1.46 0.78 1.82
H 0.59 -0.29 0.08
H -0.13 -0.26 0.02

(6)
This record from the OMol25 dataset describes 4 unconnected molecules or ions with the total composition C2H12NO3. The level of theory is the ωB97M-V functional and the def2-TZVPD basis.

## Properties
**ΔE to the lowest compared entry with this formula, charge and spin**: 179.6 kJ/mol
**Charge**: +1
**Highest occupied orbital energy**: -0.5362 Eh
**E_tot**: -9893.5823 eV
**HOMO-LUMO gap**: 9.97 eV
**LUMO level**: -4.623 eV
**Maximum force**: 2.506 eV/A

Last column: Löwdin charge in e.
Geometry (Å):
C (-0.102, -0.062, -0.098)  -0.04
C (0.079, 2.338, -0.230)  0.17
N (-0.375, 1.234, -0.671)  0.04
H (-0.166, -0.960, -0.722)  0.08
H (-0.616, -0.246, 0.836)  0.09
H (0.979, -0.214, -0.033)  0.11
H (0.639, 2.480, 0.706)  0.10
H (-0.069, 3.276, -0.755)  0.13
H (-0.774, 1.366, -1.589)  0.17
H (2.144, 1.565, 2.379)  0.07
H (0.893, 1.748, 3.119)  0.07
O (1.197, 1.388, 2.270)  -0.06
H (0.535, -1.891, -3.522)  0.05
H (1.166, -2.621, -2.317)  0.05
O (1.083, -1.762, -2.742)  -0.06
H (-2.534, -2.134, 1.718)  0.05
H (-2.254, -2.950, 0.443)  0.04
O (-1.827, -2.554, 1.209)  -0.06

Forces on atoms 1 to 6 (eV/Å):
C 1.39 -2.08 0.16
C 0.41 1.10 0.86
N 0.71 1.14 -0.63
H -1.49 0.77 -0.75
H 0.05 0.24 0.05
H 0.09 0.93 0.93